Density functional theory data (ωB97M-V with the def2-TZVPD basis set) for C3H5ClO in the gas phase at a distorted geometry.

```
! wB97M-V def2-TZVPD RIJCOSX def2/J DEFGRID3
* xyz 0 1
C 0.613 0.831 -1.311
C -0.381 -0.379 0.378
C -0.308 -0.989 1.548
H -0.177 0.658 -2.069
H 1.617 0.967 -1.721
H 0.378 1.794 -0.839
H -1.320 -0.174 -0.133
H 0.563 -1.253 2.127
O 0.778 -0.111 -0.370
Cl -1.763 -1.344 2.390
*
```

Properties
- highest occupied orbital energy (eV) = -8.94
- DFT total energy (eV) = -17760.4638
- energy above the lowest of the compared OMol25 structures with the same formula, charge and spin (kcal per mole) = 30.3
- SMILES = CO/C=C/Cl

---

Density functional theory data (ωB97M-V with the def2-TZVPD basis set) for C3H5ClO in the gas phase at a distorted geometry.

```
! wB97M-V def2-TZVPD RIJCOSX def2/J DEFGRID3
* xyz 0 1
C -0.405 -0.817 -0.123
C 0.918 -0.288 0.519
C 1.421 0.905 -0.044
H -0.288 -1.125 -1.185
H -0.777 -1.725 0.406
H 0.899 -0.346 1.618
H 0.920 1.278 -0.951
H 2.087 1.574 0.556
O 2.065 -0.357 -0.296
Cl -1.821 0.259 -0.011
*
```

Properties
- highest occupied orbital energy (eV) = -10.54
- DFT total energy (eV) = -17760.3142
- energy above the lowest of the compared OMol25 structures with the same formula, charge and spin (kcal per mole) = 33.8
- SMILES = ClC[C@@H]1CO1

---

Results for orbital gap: 9.97, 11.55 (in eV, following the order of the records).